The following is a quantum chemistry calculation of the molecule C22H33N3O2 at a distorted geometry, from the OMol25 dataset.

Positions of all 60 atoms, in Å:
O (-0.44, -2.23, -2.96)
C (-0.72, -1.78, -1.99)
N (-0.69, -0.37, -1.72)
C (-0.23, 0.35, -2.72)
C (0.81, 1.19, -1.81)
C (2.00, 0.40, -1.58)
N (2.88, 0.97, -0.46)
C (2.40, 0.86, 0.92)
C (2.83, -0.68, 1.37)
C (4.24, -1.10, 2.00)
C (5.29, -0.26, 1.29)
C (5.24, 0.03, -0.37)
C (4.14, 1.23, -0.53)
C (-1.37, -2.63, -0.85)
C (-0.49, -2.75, 0.32)
C (-1.19, -1.77, 1.34)
O (-0.64, -1.03, 2.38)
N (-2.39, -1.49, 0.73)
C (-3.43, -0.85, 1.98)
C (-3.93, 0.32, 1.23)
C (-3.12, 1.49, 0.91)
C (-2.04, 1.73, 1.56)
C (-1.09, 2.62, 1.19)
C (-1.28, 3.48, -0.12)
C (-2.04, 3.00, -0.92)
C (-3.01, 1.96, -0.51)
C (-2.64, -2.27, -0.20)
H (-1.09, -0.17, -0.81)
H (0.13, 0.09, -3.49)
H (-1.06, 1.21, -3.02)
H (1.13, 1.96, -2.33)
H (0.45, 1.75, -1.07)
H (2.59, 0.16, -2.26)
H (1.70, -0.63, -1.09)
H (1.28, 0.90, 0.88)
H (2.96, 1.20, 1.47)
H (2.06, -1.12, 1.93)
H (2.66, -1.46, 0.59)
H (4.44, -2.19, 1.98)
H (4.22, -0.42, 2.95)
H (6.26, -0.56, 1.17)
H (5.52, 0.83, 1.61)
H (4.68, -0.94, -0.60)
H (6.07, 0.07, -0.86)
H (4.61, 2.12, -0.05)
H (4.34, 1.41, -1.57)
H (-1.32, -3.69, -1.00)
H (-0.44, -3.60, 0.87)
H (0.56, -2.17, 0.13)
H (-2.97, -0.58, 2.68)
H (-4.36, -1.45, 2.00)
H (-4.51, 0.91, 1.69)
H (-4.53, 0.03, 0.29)
H (-1.80, 1.32, 2.43)
H (-0.21, 3.07, 1.79)
H (-0.60, 4.26, -0.27)
H (-2.28, 3.66, -1.96)
H (-3.76, 1.66, -1.19)
H (-3.37, -2.96, 0.12)
H (-3.30, -1.61, -1.08)

The LUMO energy comes out at 0.4 eV. As for the HOMO energy: -7.01 eV. The structure (SMILES) is O=C(NCCCN1CCCCCC1)[C@H]1CC(=O)N(CCc2ccccc2)C1. For the gap between HOMO and LUMO, the calculation gives 7.448 eV.

natural (NBO) population analysis, charges in e, atoms 1 to 2: O -0.5510; C 0.7304

=====

The following is a quantum chemistry calculation of the molecule C22H33N5O2 at a distorted geometry, from the OMol25 dataset.

Positions of all 62 atoms, in Å:
C (7.43, 1.10, -1.39)
C (7.41, -0.28, -0.76)
C (6.61, -0.33, 0.55)
N (5.20, -0.05, 0.37)
C (4.37, -1.07, 0.00)
O (4.72, -2.23, -0.02)
N (3.09, -0.70, -0.37)
C (2.41, 0.49, 0.10)
C (1.54, 0.15, 1.32)
N (0.59, -0.89, 0.99)
C (-0.64, -0.52, 0.53)
N (-0.85, 0.79, 0.44)
C (-2.01, 1.28, 0.05)
C (-2.10, 2.79, 0.05)
C (-0.79, 3.42, -0.40)
C (-2.46, 3.25, 1.47)
C (-3.08, 0.46, -0.31)
C (-2.92, -0.91, -0.18)
C (-1.69, -1.43, 0.26)
C (-1.61, -2.82, 0.46)
N (-1.63, -3.95, 0.64)
C (-4.05, -1.83, -0.51)
C (-5.40, -1.11, -0.41)
C (-6.51, -1.95, -1.03)
C (-5.74, -0.81, 1.06)
O (-5.34, 0.08, -1.20)
C (-4.40, 1.03, -0.77)
C (1.28, -2.09, 0.54)
C (2.16, -1.77, -0.67)
H (6.43, 1.40, -1.71)
H (8.07, 1.11, -2.27)
H (7.81, 1.84, -0.69)
H (6.98, -1.01, -1.45)
H (8.43, -0.60, -0.54)
H (7.01, 0.40, 1.26)
H (6.68, -1.33, 0.98)
H (4.99, 0.88, 0.04)
H (3.11, 1.28, 0.36)
H (1.76, 0.86, -0.71)
H (0.99, 1.03, 1.65)
H (2.18, -0.22, 2.12)
H (-2.90, 3.11, -0.63)
H (0.02, 3.13, 0.26)
H (-0.54, 3.10, -1.41)
H (-0.87, 4.51, -0.39)
H (-2.54, 4.33, 1.50)
H (-1.68, 2.94, 2.16)
H (-3.40, 2.82, 1.79)
H (-4.04, -2.71, 0.15)
H (-3.93, -2.19, -1.54)
H (-6.55, -2.93, -0.57)
H (-7.47, -1.46, -0.91)
H (-6.33, -2.07, -2.10)
H (-5.96, -1.74, 1.58)
H (-6.61, -0.16, 1.11)
H (-4.90, -0.33, 1.57)
H (-4.25, 1.68, -1.64)
H (-4.83, 1.65, 0.04)
H (0.57, -2.87, 0.29)
H (1.91, -2.45, 1.36)
H (2.74, -2.65, -0.96)
H (1.53, -1.45, -1.51)

The LUMO energy comes out at 0.4 eV. As for the HOMO energy: -7.99 eV. The structure (SMILES) is CCCNC(=O)N1CCN(c2nc(C(C)C)c3c(c2C#N)CC(C)(C)OC3)CC1. For the gap between HOMO and LUMO, the calculation gives 8.425 eV.

natural (NBO) population analysis, charges in e, atoms 1 to 2: C -0.6119; C -0.4086

=====

The following is a quantum chemistry calculation of C22H34BCoF4N6Sb as an isolated structure, from the OMol25 dataset.

Positions of all 69 atoms, in Å:
Co (-0.57, 0.85, 0.34)
C (0.38, 2.90, 2.30)
N (-0.89, 2.22, 1.97)
C (-1.92, 3.23, 1.65)
C (-1.37, 1.41, 3.12)
C (-0.84, -0.01, 3.00)
N (-1.22, -0.45, 1.67)
C (-1.55, -1.75, 1.50)
C (-2.50, -2.10, 0.52)
F (-3.09, -1.12, -0.20)
C (-2.89, -3.40, 0.29)
F (-3.80, -3.64, -0.67)
C (-2.39, -4.46, 1.03)
C (-1.48, -4.14, 2.02)
F (-0.94, -5.12, 2.76)
C (-1.06, -2.84, 2.24)
F (-0.11, -2.64, 3.18)
H (0.20, 3.84, 2.84)
H (0.60, 2.57, 0.36)
H (0.98, 2.24, 2.92)
H (-2.21, 3.77, 2.56)
H (-2.80, 2.73, 1.24)
H (-1.55, 3.94, 0.92)
H (-2.45, 1.38, 3.05)
H (-1.10, 1.91, 4.07)
H (-1.30, -0.62, 3.79)
H (0.24, -0.03, 3.18)
H (-2.70, -5.48, 0.85)
B (2.66, 2.66, 1.08)
N (2.58, 1.15, 1.38)
C (3.54, 0.39, 1.92)
C (3.15, -0.93, 1.87)
C (1.89, -0.88, 1.27)
N (1.55, 0.37, 0.97)
N (1.13, 3.15, 1.05)
C (1.01, 4.46, 0.44)
C (0.36, 4.54, -0.72)
C (-0.46, 3.45, -1.34)
N (-0.65, 2.28, -0.92)
H (3.23, 3.24, 1.97)
H (3.10, 2.89, -0.01)
H (4.44, 0.85, 2.30)
H (3.68, -1.80, 2.23)
H (1.20, -1.69, 1.07)
H (1.55, 5.26, 0.92)
H (0.35, 5.50, -1.23)
H (-0.99, 3.81, -2.23)
C (0.58, -3.56, -1.11)
C (1.18, -2.31, -1.74)
Sb (-0.18, -0.65, -1.73)
C (-1.74, -1.54, -2.90)
C (-1.30, -2.07, -4.25)
C (0.75, 0.58, -3.23)
C (1.81, -0.08, -4.09)
H (1.28, -4.40, -1.16)
H (-0.33, -3.87, -1.62)
H (0.32, -3.42, -0.06)
H (1.44, -2.49, -2.78)
H (2.09, -2.00, -1.23)
H (-2.52, -0.78, -3.00)
H (-2.18, -2.33, -2.29)
H (-0.92, -1.27, -4.89)
H (-2.14, -2.53, -4.78)
H (-0.52, -2.83, -4.16)
H (1.17, 1.42, -2.68)
H (-0.07, 0.98, -3.83)
H (2.64, -0.45, -3.49)
H (2.22, 0.63, -4.81)
H (1.42, -0.93, -4.66)

The spin multiplicity is 2. The LUMO energy (spin up / spin down) comes out at 0.4 / 0.4 eV. As for the HOMO energy (spin up / spin down): -7.35 / -7.26 eV. For the gap between HOMO and LUMO (spin up / spin down), the calculation gives 7.785 / 7.628 eV.

natural (NBO) population analysis, charges in e, atoms 1 to 2: Co 0.9715; C -0.0348

=====

The following is a quantum chemistry calculation of C22H34Br12NO2 as an isolated structure at a distorted geometry, from the OMol25 dataset.

Positions of all 71 atoms, in Å:
C (2.68, -1.41, 2.73)
C (3.94, -2.04, 1.97)
C (3.69, -1.80, 0.41)
C (2.69, -2.89, -0.17)
C (1.58, -2.15, -1.03)
C (0.33, -1.68, -0.21)
C (-0.85, -1.35, -1.23)
C (-0.75, 0.07, -1.93)
C (-0.37, 1.27, -0.97)
C (1.18, 1.53, -0.79)
C (2.01, 1.54, -2.13)
C (3.45, 2.20, -1.94)
O (4.06, 1.85, -0.66)
C (4.34, 2.97, 0.10)
O (5.25, 3.72, -0.07)
C (3.32, 3.23, 1.27)
C (2.43, 4.42, 1.27)
C (1.48, 4.56, 2.36)
N (1.44, 3.61, 3.36)
C (2.25, 2.50, 3.42)
C (3.22, 2.26, 2.38)
H (2.96, -1.36, 3.81)
H (2.53, -0.37, 2.32)
H (1.80, -2.07, 2.51)
H (4.90, -1.53, 2.23)
H (4.03, -3.14, 2.19)
H (4.66, -1.76, -0.16)
H (3.18, -0.80, 0.32)
H (2.21, -3.54, 0.61)
H (3.27, -3.53, -0.89)
H (1.21, -2.86, -1.83)
H (2.09, -1.31, -1.57)
H (0.53, -0.86, 0.53)
H (0.00, -2.57, 0.40)
H (-1.83, -1.38, -0.64)
H (-0.86, -2.13, -2.05)
H (-0.10, 0.05, -2.86)
H (-1.79, 0.29, -2.32)
H (-0.84, 2.20, -1.37)
H (-0.78, 1.02, 0.05)
H (1.28, 2.56, -0.34)
H (1.67, 0.84, -0.05)
H (2.11, 0.55, -2.63)
H (1.47, 2.21, -2.86)
H (4.10, 1.82, -2.78)
H (3.41, 3.32, -2.08)
H (2.50, 5.14, 0.42)
H (0.79, 5.43, 2.39)
H (0.74, 3.74, 4.10)
H (2.17, 1.74, 4.24)
H (3.91, 1.38, 2.34)
C (-3.03, -0.57, 2.30)
Br (-4.27, 0.06, 0.96)
Br (-2.26, -2.28, 1.83)
Br (-1.66, 0.75, 2.69)
H (-3.59, -0.72, 3.22)
C (-8.13, 1.41, 0.64)
Br (-7.40, 1.13, 2.41)
Br (-6.85, 1.03, -0.76)
Br (-9.78, 0.43, 0.38)
H (-8.37, 2.47, 0.57)
C (-9.56, 0.81, -4.48)
Br (-7.86, 1.68, -4.80)
Br (-9.35, -0.77, -3.38)
Br (-10.86, 2.03, -3.74)
H (-9.93, 0.48, -5.44)
C (0.79, -6.80, -0.94)
Br (2.25, -7.08, 0.29)
Br (-0.63, -5.74, -0.15)
Br (1.40, -6.05, -2.62)
H (0.37, -7.78, -1.16)

The LUMO energy comes out at -4.7 eV. As for the HOMO energy: -11.54 eV. The total charge is +1. For the gap between HOMO and LUMO, the calculation gives 6.800 eV.

Mulliken population analysis, charges in e, atoms 1 to 2: C -0.5648; C -0.9622

=====

The records above yield total energy values of -1172.07034 -1282.42364 -3234.49650 -31951.71570 hartree, respectively.
The records above yield ΔE to the lowest compared entry with this formula, charge and spin values of 540.8 0.0 0.0 0.0 kcal per mole, respectively.